[1]
Below is a structure of composition C47H39BrN3O5P2ReS, with properties calculated with ωB97M-V/def2-TZVPD.

Calculated values
- Strongest force on any atom: 0.5 eV/A
- ΔE to the lowest compared entry with this formula, charge and spin: 45.4 kcal/mol
- Orbital gap (alpha / beta): 6.54 / 5.88 eV
- E_HOMO (alpha / beta): -15.4 / -15.4 eV
- ⟨S²⟩: 3.77
- Energy: -6087.33891 Ha

Structure (ORCA input):
```
! RIJCOSX wB97M-V def2-TZVPD def2/J DEFGRID3
* xyz 3 4
Re 0.26 1.23 0.05
O -1.33 0.02 -0.27
P -1.92 -1.01 -1.26
C -1.47 -0.52 -2.97
P 0.02 0.49 -3.23
O 0.25 1.31 -1.91
C -0.30 1.67 -4.51
C -0.91 2.89 -4.21
C -1.22 3.76 -5.24
C -0.92 3.43 -6.55
C -0.31 2.21 -6.85
C 0.00 1.32 -5.84
C 1.39 -0.55 -3.66
C 1.27 -1.94 -3.78
C 2.37 -2.69 -4.15
C 3.58 -2.07 -4.41
C 3.70 -0.69 -4.31
C 2.61 0.07 -3.94
C -3.69 -0.96 -1.21
C -4.37 -0.21 -0.26
C -5.76 -0.17 -0.28
C -6.46 -0.88 -1.24
C -5.78 -1.65 -2.19
C -4.40 -1.69 -2.18
C -1.30 -2.63 -0.90
C 0.09 -2.83 -0.91
C 0.61 -4.08 -0.62
C -0.25 -5.13 -0.33
C -1.62 -4.94 -0.32
C -2.16 -3.69 -0.60
H -2.31 0.08 -3.35
H -1.41 -1.41 -3.59
H -1.13 3.16 -3.19
H -1.69 4.71 -5.02
H -1.15 4.12 -7.35
H -0.08 1.96 -7.88
H 0.48 0.38 -6.07
H 0.34 -2.45 -3.59
H 2.28 -3.76 -4.25
H 4.44 -2.66 -4.71
H 4.64 -0.20 -4.54
H 2.70 1.15 -3.88
H -3.82 0.33 0.50
H -6.29 0.42 0.46
H -7.54 -0.85 -1.25
H -6.34 -2.21 -2.93
H -3.88 -2.29 -2.92
H 0.76 -2.01 -1.13
H 1.68 -4.23 -0.63
H 0.15 -6.11 -0.11
H -2.29 -5.76 -0.08
H -3.23 -3.54 -0.57
O 1.48 -2.52 2.36
C 2.67 -2.55 1.72
C 3.53 -3.59 2.07
C 4.76 -3.71 1.46
C 5.17 -2.81 0.47
C 4.33 -1.78 0.12
C 3.07 -1.63 0.74
C 2.28 -0.49 0.33
O 2.54 0.31 -0.56
O 1.12 -0.25 0.99
H 0.94 -1.78 2.04
H 3.21 -4.29 2.83
H 5.42 -4.51 1.76
H 6.13 -2.92 0.00
H 4.62 -1.06 -0.64
Br 2.30 3.42 -2.30
C 2.37 3.65 -0.44
C 3.24 4.65 -0.03
C 3.34 4.98 1.30
C 2.53 4.31 2.20
C 1.69 3.33 1.72
N 1.60 2.95 0.42
H 3.83 5.16 -0.78
H 4.02 5.76 1.62
H 2.54 4.53 3.26
H 1.05 2.82 2.42
S -3.13 1.09 5.75
C -2.12 1.24 4.35
C -2.72 1.61 3.14
C -1.97 1.68 2.00
N -0.65 1.40 1.96
C -0.06 1.03 3.13
C -0.74 0.96 4.32
C -1.97 1.29 7.09
C -1.90 2.53 7.71
C -1.03 2.66 8.79
N -0.27 1.67 9.24
C -0.37 0.48 8.65
C -1.22 0.23 7.58
H -3.77 1.86 3.10
H -2.41 2.03 1.07
H 0.98 0.76 3.09
H -0.20 0.68 5.21
H -2.50 3.36 7.38
H -0.94 3.61 9.30
H 0.24 -0.31 9.06
H -1.30 -0.77 7.17
*
```


[2]
Below is a structure of composition C47H39FN11O3W, with properties calculated with ωB97M-V/def2-TZVPD.

Calculated values
- Strongest force on any atom: 0.6 eV/A
- ΔE to the lowest compared entry with this formula, charge and spin: 0.0 kcal/mol
- Orbital gap (alpha / beta): 7.00 / 6.78 eV
- E_HOMO (alpha / beta): -14.8 / -14.9 eV
- ⟨S²⟩: 2.02
- Energy: -2808.64802 Ha

Structure (ORCA input):
```
! RIJCOSX wB97M-V def2-TZVPD def2/J DEFGRID3
* xyz 3 3
W 0.14 0.21 0.13
C 0.85 3.51 -2.89
C 0.56 2.84 -1.71
N 0.72 1.52 -1.61
C 1.19 0.87 -2.70
C 1.48 1.57 -3.86
N 1.31 2.88 -3.96
C 1.37 -0.59 -2.56
C 1.84 -1.41 -3.57
C 2.00 -2.77 -3.33
C 1.70 -3.26 -2.06
C 1.23 -2.39 -1.09
N 1.06 -1.08 -1.35
C 0.92 -2.76 0.29
C 1.12 -4.03 0.83
N 0.90 -4.30 2.10
C 0.49 -3.30 2.87
C 0.25 -2.03 2.36
N 0.46 -1.77 1.07
C 2.50 -3.67 -4.39
C 2.07 -3.52 -5.70
C 2.55 -4.39 -6.66
N 3.42 -5.36 -6.39
C 3.84 -5.49 -5.14
C 3.40 -4.69 -4.10
H 0.72 4.58 -2.96
H 0.18 3.38 -0.86
H 1.85 1.07 -4.74
H 2.11 -1.01 -4.53
H 1.81 -4.31 -1.85
H 1.47 -4.85 0.21
H 0.33 -3.50 3.92
H -0.10 -1.22 2.99
H 1.34 -2.76 -5.98
H 2.23 -4.31 -7.69
H 4.55 -6.29 -4.95
H 3.80 -4.83 -3.10
C -3.45 4.37 1.85
C -3.35 3.55 0.73
C -2.20 2.82 0.51
C -1.15 2.93 1.41
C -1.24 3.74 2.53
C -2.40 4.46 2.75
N 0.05 2.17 1.17
N 1.10 2.69 1.61
C 2.24 1.92 1.44
C 3.44 2.45 1.91
C 4.59 1.69 1.78
C 4.52 0.44 1.17
C 3.30 -0.07 0.70
C 2.12 0.66 0.82
H -4.35 4.96 2.01
H -4.17 3.50 0.02
H -2.12 2.16 -0.35
H -0.40 3.81 3.22
H -2.47 5.11 3.61
H 3.47 3.42 2.38
H 5.54 2.06 2.13
H 5.42 -0.16 1.07
H 3.31 -1.05 0.23
F -3.74 1.39 5.71
C -4.14 0.75 4.60
C -3.24 0.61 3.59
C -3.60 -0.08 2.42
C -2.65 -0.28 1.36
O -1.42 0.09 1.53
C -3.11 -0.92 0.20
C -4.38 -1.43 0.16
N -5.27 -1.26 1.15
C -6.59 -1.87 1.03
C -7.30 -1.81 -0.29
C -7.79 -0.98 0.86
C -4.90 -0.59 2.31
C -5.81 -0.44 3.36
C -5.46 0.22 4.54
N -6.38 0.33 5.58
C -6.16 1.22 6.73
C -7.44 1.27 7.57
N -8.63 1.10 6.67
C -8.67 -0.30 6.09
C -7.23 -0.80 5.92
C -2.17 -1.07 -0.97
O -2.02 -2.09 -1.58
O -1.54 0.07 -1.18
H -2.25 1.02 3.70
H -4.72 -1.99 -0.70
H -6.68 -2.77 1.62
H -7.87 -2.68 -0.58
H -6.83 -1.27 -1.10
H -8.70 -1.27 1.36
H -7.60 0.09 0.80
H -6.81 -0.82 3.24
H -5.92 2.22 6.36
H -5.34 0.90 7.38
H -7.53 2.22 8.10
H -7.49 0.47 8.30
H -8.57 1.77 5.91
H -9.49 1.29 7.18
H -9.19 -0.23 5.14
H -9.25 -0.93 6.77
H -7.20 -1.56 5.16
H -6.88 -1.27 6.85
*
```


[3]
Below is a structure of composition C47H40BrF4N4OPSSiSn at a distorted geometry, with properties calculated with ωB97M-V/def2-TZVPD.

Calculated values
- Strongest force on any atom: 3.2 eV/A
- ΔE to the lowest compared entry with this formula, charge and spin: 0.0 kcal/mol
- Orbital gap: 5.10 eV
- E_HOMO: -12.6 eV
- Energy: -6325.65165 Ha

Structure (ORCA input):
```
! RIJCOSX wB97M-V def2-TZVPD def2/J DEFGRID3
* xyz 2 1
Sn 0.41 1.40 0.54
N 3.82 1.79 3.48
C 2.98 1.72 2.45
S 1.29 2.00 2.83
N 3.46 1.40 1.29
N 2.69 1.44 0.20
C 3.12 1.08 -0.95
C 4.45 0.49 -1.23
C 5.62 0.97 -0.63
C 6.82 0.32 -0.84
C 6.88 -0.80 -1.66
C 5.73 -1.28 -2.26
C 4.52 -0.65 -2.04
C 2.15 1.25 -2.05
C 2.56 1.33 -3.37
C 1.62 1.43 -4.38
C 0.28 1.46 -4.03
C -0.06 1.43 -2.70
N 0.84 1.33 -1.73
H 3.50 2.01 4.41
H 4.81 1.69 3.32
H 5.58 1.86 -0.03
H 7.72 0.70 -0.38
H 7.83 -1.29 -1.84
H 5.77 -2.15 -2.90
H 3.61 -1.05 -2.49
H 3.62 1.31 -3.60
H 1.93 1.48 -5.41
H -0.50 1.52 -4.79
H -1.09 1.47 -2.39
F -4.04 7.90 0.51
C -3.63 6.66 0.45
C -4.53 5.62 0.59
F -5.81 5.88 0.78
C -4.08 4.31 0.54
F -4.95 3.31 0.66
C -2.74 4.02 0.34
P -2.25 2.28 0.28
C -2.82 1.62 1.86
C -2.29 2.29 2.96
C -2.53 1.82 4.24
C -3.27 0.66 4.42
C -3.79 -0.02 3.32
C -3.57 0.46 2.04
C -3.05 1.66 -1.21
C -3.14 2.53 -2.30
C -3.62 2.07 -3.51
C -4.00 0.74 -3.65
C -3.87 -0.14 -2.58
C -3.37 0.31 -1.37
C -1.84 5.08 0.18
Br 0.00 4.78 -0.14
C -2.28 6.39 0.24
F -1.44 7.39 0.09
H -1.70 3.19 2.82
H -2.14 2.35 5.10
H -3.45 0.28 5.42
H -4.37 -0.92 3.46
H -4.01 -0.06 1.20
H -2.85 3.57 -2.19
H -3.71 2.75 -4.35
H -4.41 0.38 -4.59
H -4.16 -1.18 -2.69
H -3.26 -0.39 -0.55
C 2.02 -4.32 1.73
C 2.08 -2.80 1.74
C 1.92 -2.19 3.13
C 3.26 -2.24 0.98
Si 0.45 -2.19 0.76
O 0.66 -0.59 0.82
C -1.20 -2.75 1.46
C -2.32 -2.35 0.71
C -3.61 -2.67 1.11
C -3.81 -3.41 2.27
C -2.72 -3.84 3.01
C -1.43 -3.51 2.61
C 0.61 -2.90 -0.97
C 0.98 -2.06 -2.03
C 0.92 -2.51 -3.34
C 0.51 -3.80 -3.62
C 0.15 -4.65 -2.58
C 0.20 -4.20 -1.26
H 2.75 -4.71 2.46
H 2.28 -4.73 0.75
H 1.05 -4.71 2.03
H 2.80 -2.45 3.75
H 1.04 -2.56 3.65
H 1.86 -1.10 3.09
H 4.19 -2.58 1.45
H 3.28 -1.15 0.99
H 3.28 -2.59 -0.06
H -2.16 -1.79 -0.21
H -4.46 -2.35 0.51
H -4.81 -3.65 2.59
H -2.86 -4.43 3.90
H -0.59 -3.86 3.20
H 1.30 -1.05 -1.80
H 1.20 -1.84 -4.16
H 0.45 -4.15 -4.64
H -0.17 -5.66 -2.79
H -0.09 -4.87 -0.46
*
```